{"formula": "C14H19NO6", "method": "ωB97M-V/def2-TZVPD", "homo_energy_ev": -8.1, "gap_ev": 8.717, "smiles": "CCOC(=O)N[C@H](CC(=O)O)c1ccc(OC)c(OC)c1", "charge": 0, "elements": ["C", "C", "O", "C", "O", "N", "C", "C", "C", "O", "O", "C", "C", "C", "C", "O", "C", "C", "O", "C", "C", "H", "H", "H", "H", "H", "H", "H", "H", "H", "H", "H", "H", "H", "H", "H", "H", "H", "H", "H"], "coordinates": [[-5.89, -1.41, -1.23], [-4.89, -1.47, -0.10], [-3.83, -0.55, -0.38], [-2.83, -0.53, 0.52], [-2.79, -1.21, 1.51], [-1.88, 0.35, 0.14], [-0.73, 0.64, 0.96], [-0.68, 2.15, 1.30], [-0.45, 2.94, 0.04], [-1.17, 2.94, -0.93], [0.67, 3.66, 0.09], [0.58, 0.22, 0.33], [0.76, 0.22, -1.04], [1.99, -0.14, -1.58], [3.05, -0.49, -0.77], [4.29, -0.85, -1.20], [4.53, -0.90, -2.58], [2.87, -0.49, 0.63], [3.95, -0.85, 1.37], [3.83, -0.91, 2.77], [1.64, -0.14, 1.16], [-6.29, -0.40, -1.32], [-6.71, -2.10, -1.04], [-5.42, -1.68, -2.17], [-4.46, -2.48, 0.00], [-5.35, -1.20, 0.86], [-2.05, 0.95, -0.66], [-0.88, 0.08, 1.89], [-1.64, 2.45, 1.73], [0.12, 2.36, 2.00], [0.81, 4.15, -0.74], [-0.04, 0.48, -1.70], [2.10, -0.13, -2.66], [3.87, -1.62, -3.08], [4.41, 0.09, -3.05], [5.56, -1.22, -2.69], [4.80, -1.24, 3.13], [3.06, -1.63, 3.08], [3.60, 0.08, 3.19], [1.48, -0.14, 2.22]]}


{"formula": "C14H19O2PtS3", "method": "ωB97M-V/def2-TZVPD", "homo_energy_ev": -11.1, "gap_ev": 7.168, "charge": 1, "elements": ["Pt", "C", "C", "O", "C", "C", "C", "C", "C", "C", "O", "H", "H", "H", "H", "H", "H", "H", "C", "C", "S", "C", "C", "S", "C", "C", "S", "H", "H", "H", "H", "H", "H", "H", "H", "H", "H", "H", "H"], "coordinates": [[-0.14, -0.17, 0.22], [3.11, -1.12, -2.39], [1.73, -0.67, -2.00], [1.53, -0.70, -0.75], [0.76, -0.31, -3.00], [1.15, -0.40, -4.36], [0.30, -0.11, -5.39], [-1.02, 0.28, -5.08], [-1.44, 0.37, -3.79], [-0.58, 0.09, -2.71], [-1.09, 0.28, -1.52], [3.67, -1.34, -1.49], [3.62, -0.34, -2.96], [3.06, -2.01, -3.02], [2.16, -0.71, -4.60], [0.63, -0.19, -6.41], [-1.70, 0.51, -5.89], [-2.45, 0.68, -3.55], [1.19, -0.32, 3.74], [1.25, 1.16, 3.37], [0.75, 1.57, 1.67], [-0.83, 2.43, 1.84], [-1.94, 1.54, 2.36], [-2.15, 0.12, 1.23], [-2.38, -1.25, 2.40], [-1.12, -1.86, 3.02], [-0.40, -0.91, 4.39], [1.91, -0.50, 4.54], [1.49, -0.95, 2.90], [2.28, 1.51, 3.45], [0.66, 1.77, 4.05], [-1.04, 2.78, 0.83], [-0.69, 3.30, 2.47], [-2.89, 2.07, 2.41], [-1.69, 1.14, 3.34], [-2.91, -2.01, 1.83], [-3.06, -0.88, 3.16], [-0.36, -2.02, 2.26], [-1.39, -2.83, 3.42]]}


{"formula": "C14H20Br24NO2", "method": "ωB97M-V/def2-TZVPD", "homo_energy_ev": -4.1, "gap_ev": 5.010, "charge": -1, "elements": ["C", "C", "C", "C", "N", "C", "C", "O", "O", "H", "H", "H", "H", "H", "H", "H", "H", "H", "H", "H", "H", "C", "Br", "Br", "Br", "H", "C", "Br", "Br", "Br", "H", "C", "Br", "Br", "Br", "H", "C", "Br", "Br", "Br", "H", "C", "Br", "Br", "Br", "H", "C", "Br", "Br", "Br", "H", "C", "Br", "Br", "Br", "H", "C", "Br", "Br", "Br", "H"], "coordinates": [[4.87, -3.47, -2.70], [5.12, -2.08, -1.86], [5.76, -0.93, -2.89], [3.77, -1.53, -1.07], [2.56, -1.35, -1.96], [1.64, -2.56, -1.94], [0.58, -2.45, -3.22], [-0.06, -3.53, -3.70], [0.34, -1.14, -3.89], [3.93, -3.29, -3.40], [5.84, -3.73, -3.34], [4.56, -4.36, -1.97], [5.97, -2.25, -1.04], [5.17, -1.04, -3.91], [6.91, -1.17, -3.07], [5.64, 0.13, -2.39], [4.06, -0.44, -0.68], [3.54, -2.15, -0.07], [1.99, -0.58, -1.49], [2.18, -3.59, -2.00], [0.99, -2.52, -0.95], [-1.48, 2.04, -3.16], [-2.81, 2.36, -1.77], [-1.72, 3.23, -4.68], [0.33, 2.12, -2.46], [-1.64, 1.02, -3.52], [-6.22, 4.58, 0.06], [-5.33, 2.86, 0.25], [-7.06, 4.77, -1.69], [-7.47, 4.92, 1.51], [-5.44, 5.35, 0.12], [-8.66, 0.34, -1.04], [-8.22, -0.77, 0.49], [-9.45, 2.04, -0.51], [-7.12, 0.59, -2.21], [-9.41, -0.19, -1.62], [-0.72, 1.40, 1.76], [-1.24, -0.23, 2.69], [-0.90, 2.97, 2.89], [1.06, 1.26, 0.98], [-1.42, 1.53, 0.92], [-2.22, 1.32, 6.96], [-1.09, -0.24, 6.74], [-1.18, 2.91, 7.40], [-3.36, 1.61, 5.40], [-2.88, 1.13, 7.81], [1.44, 5.79, 7.33], [0.11, 6.11, 8.72], [1.19, 6.98, 5.81], [3.25, 5.87, 8.03], [1.28, 4.77, 6.96], [9.36, -2.70, -5.30], [8.62, -4.40, -5.89], [8.24, -1.20, -5.83], [9.73, -2.70, -3.39], [10.32, -2.58, -5.81], [-6.73, -4.23, 2.65], [-6.30, -5.34, 4.19], [-7.52, -2.53, 3.19], [-5.19, -3.98, 1.49], [-7.49, -4.76, 2.07]]}


{"formula": "C14H20Cl2O6STc", "method": "ωB97M-V/def2-TZVPD", "homo_energy_ev": [-16.5, -16.5], "gap_ev": [7.211, 7.635], "spin_multiplicity": 2, "charge": 2, "elements": ["Tc", "C", "C", "C", "C", "C", "C", "H", "H", "H", "H", "H", "H", "C", "C", "C", "O", "C", "O", "O", "H", "H", "H", "H", "H", "H", "H", "Cl", "C", "Cl", "C", "O", "O", "H", "C", "S", "C", "O", "H", "H", "H", "H", "H", "H"], "coordinates": [[-0.13, 0.01, -0.09], [-1.08, -1.36, 1.80], [0.05, -1.61, 2.59], [0.95, -2.60, 2.21], [0.76, -3.31, 1.03], [-0.32, -3.04, 0.21], [-1.26, -2.07, 0.59], [-1.86, -0.70, 2.16], [0.18, -1.08, 3.52], [1.80, -2.82, 2.84], [1.46, -4.08, 0.75], [-0.48, -3.59, -0.71], [-2.19, -1.97, 0.04], [4.03, 0.44, -0.70], [2.94, 0.28, 0.33], [3.46, -0.17, 1.68], [1.93, -0.69, -0.14], [2.20, 1.61, 0.54], [2.70, 2.62, 0.88], [0.82, 1.52, 0.34], [4.66, -0.45, -0.73], [4.66, 1.29, -0.43], [3.62, 0.63, -1.70], [4.03, -1.10, 1.57], [2.64, -0.34, 2.39], [4.12, 0.59, 2.08], [2.21, -1.01, -1.01], [-3.62, -0.77, -2.71], [-2.08, -0.87, -3.59], [-1.55, -2.53, -3.80], [-1.12, -0.04, -2.75], [-0.97, 1.14, -2.89], [-0.47, -0.75, -1.79], [-2.20, -0.40, -4.56], [-2.91, 2.97, 1.35], [-2.01, 2.60, -0.14], [-3.31, 2.81, -1.34], [-1.85, 1.04, -0.03], [-3.23, 4.01, 1.30], [-2.23, 2.85, 2.20], [-3.76, 2.30, 1.42], [-3.53, 3.88, -1.37], [-4.18, 2.24, -1.04], [-2.92, 2.48, -2.30]]}


{"formula": "C14H20Cl4N2", "method": "ωB97M-V/def2-TZVPD", "homo_energy_ev": -14.6, "gap_ev": 8.904, "smiles": "C[N+](C)(C)CC[N+]1(C)Cc2c(Cl)c(Cl)c(Cl)c(Cl)c2C1", "charge": 2, "elements": ["C", "N", "C", "C", "C", "C", "N", "C", "C", "C", "C", "Cl", "C", "Cl", "C", "Cl", "C", "Cl", "C", "C", "H", "H", "H", "H", "H", "H", "H", "H", "H", "H", "H", "H", "H", "H", "H", "H", "H", "H", "H", "H"], "coordinates": [[-2.77, -1.45, 2.05], [-2.62, -1.36, 0.60], [-3.33, -2.47, -0.02], [-3.31, -0.09, 0.15], [-1.19, -1.44, 0.13], [-0.29, -0.40, 0.83], [1.10, -0.31, 0.27], [1.92, -1.53, 0.48], [1.71, 0.83, 1.02], [2.25, 1.77, -0.01], [3.01, 2.94, 0.06], [3.52, 3.61, 1.59], [3.33, 3.62, -1.14], [4.32, 5.02, -1.17], [2.90, 3.12, -2.39], [3.38, 3.95, -3.86], [2.15, 1.95, -2.43], [1.74, 1.24, -4.01], [1.84, 1.33, -1.24], [1.15, 0.02, -1.19], [-2.27, -2.35, 2.38], [-3.81, -1.49, 2.34], [-2.34, -0.60, 2.62], [-4.43, -2.41, 0.12], [-2.98, -3.44, 0.34], [-3.22, -2.48, -1.10], [-3.12, 0.15, -0.88], [-4.39, -0.18, 0.20], [-3.02, 0.77, 0.76], [-0.79, -2.46, 0.28], [-1.18, -1.23, -0.96], [-0.78, 0.56, 0.80], [-0.18, -0.66, 1.89], [2.95, -1.45, 0.11], [1.44, -2.36, -0.08], [1.93, -1.80, 1.52], [2.50, 0.46, 1.66], [0.99, 1.35, 1.64], [0.14, 0.04, -1.63], [1.73, -0.75, -1.74]]}


{"formula": "C14H20ClIN2O2PSeTl", "method": "ωB97M-V/def2-TZVPD", "homo_energy_ev": -14.6, "gap_ev": 5.665, "charge": 2, "elements": ["C", "C", "H", "H", "H", "O", "I", "Tl", "P", "C", "C", "H", "H", "H", "C", "H", "H", "H", "H", "H", "H", "C", "O", "Cl", "C", "N", "C", "Se", "N", "C", "C", "C", "C", "C", "C", "H", "H", "H", "H", "H", "H", "H", "H"], "coordinates": [[-2.46, 1.10, -1.80], [-2.23, -0.09, -1.07], [-3.45, 1.07, -2.31], [-1.67, 1.25, -2.56], [-2.42, 1.96, -1.12], [-2.49, -1.17, -0.70], [2.55, -0.27, 1.84], [0.43, 0.83, 0.39], [1.08, -0.92, -1.87], [1.31, -2.73, -1.86], [0.33, -0.66, -3.52], [2.84, 0.74, -2.03], [3.09, -0.57, -3.23], [3.49, -0.83, -1.50], [2.80, -0.35, -2.19], [0.27, 0.42, -3.72], [0.93, -1.14, -4.31], [1.84, -3.08, -2.76], [0.34, -3.22, -1.80], [-0.68, -1.09, -3.53], [1.90, -3.01, -0.97], [-0.30, -2.17, 0.78], [-0.50, -3.11, 1.40], [0.71, 2.75, -1.17], [-0.89, -0.56, 4.64], [-0.73, 0.87, 4.50], [-1.04, 1.59, 3.39], [-1.82, 0.90, 1.84], [-0.70, 2.89, 3.67], [-0.23, 3.01, 4.98], [-0.05, 4.13, 5.78], [0.15, 3.91, 7.15], [0.13, 2.60, 7.68], [-0.08, 1.48, 6.86], [-0.24, 1.73, 5.50], [-1.91, -0.85, 4.38], [-0.68, -0.82, 5.68], [-0.17, -1.07, 3.97], [-0.80, 3.65, 3.01], [-0.09, 5.13, 5.34], [0.31, 4.75, 7.83], [0.27, 2.45, 8.76], [-0.16, 0.47, 7.24]]}


| no. | E_tot (eV) |
| --- | --- |
| 1 | -28602.01182 |
| 2 | -54667.79432 |
| 3 | -1701441.78306 |
| 4 | -65189.65041 |
| 5 | -67895.88425 |
| 6 | -121854.58031 |